No. 1
A cluster of 7 separate species, C31H47N10O in total at a distorted geometry, computed with ωB97M-V/def2-TZVPD.

```
! RIJCOSX wB97M-V def2-TZVPD def2/J DEFGRID3
* xyz 1 1
C 0.99 -0.13 0.07
C 0.00 -1.05 0.71
O 0.24 -2.21 0.94
N -1.28 -0.48 0.98
C -1.38 0.03 2.36
C -1.45 1.56 2.41
C -1.31 2.04 3.88
C -0.29 3.16 4.10
N 1.00 2.68 4.65
C 1.08 2.08 5.83
N 1.94 0.99 6.07
N 0.32 2.49 6.84
H 1.97 -0.31 0.52
H 1.05 -0.32 -1.00
H 0.71 0.91 0.23
H -1.95 -1.24 0.88
H -0.51 -0.28 2.95
H -2.26 -0.38 2.84
H -2.45 1.82 2.08
H -0.70 2.00 1.75
H -2.27 2.43 4.20
H -1.12 1.17 4.51
H -0.69 3.96 4.72
H -0.06 3.63 3.15
H 1.60 2.24 3.97
H 1.58 0.17 5.59
H 2.84 1.17 5.63
H -0.10 1.82 7.46
H 0.16 3.47 7.03
N -6.09 2.46 -0.80
C -6.90 1.91 0.17
C -6.13 1.07 0.92
C -4.81 1.11 0.39
C -4.82 1.98 -0.66
H -6.39 3.12 -1.49
H -7.94 2.17 0.23
H -6.46 0.47 1.75
H -3.96 0.56 0.75
H -4.03 2.30 -1.33
N 1.65 -4.80 0.13
C 1.19 -6.07 0.33
C 1.95 -6.92 -0.43
C 2.90 -6.13 -1.12
C 2.69 -4.83 -0.75
H 1.27 -3.97 0.56
H 0.36 -6.26 1.00
H 1.83 -7.99 -0.49
H 3.66 -6.48 -1.80
H 3.20 -3.92 -1.04
N -0.32 0.02 -3.77
C 0.38 -0.29 -4.90
C 0.94 0.87 -5.37
C 0.56 1.92 -4.49
C -0.21 1.36 -3.51
H -0.85 -0.63 -3.22
H 0.41 -1.30 -5.27
H 1.55 0.94 -6.26
H 0.83 2.96 -4.57
H -0.70 1.81 -2.66
N -6.37 1.11 4.79
C -7.12 0.58 5.80
C -6.32 -0.28 6.51
C -5.03 -0.26 5.91
C -5.10 0.61 4.85
H -6.69 1.77 4.11
H -8.15 0.85 5.93
H -6.62 -0.86 7.37
H -4.17 -0.82 6.21
H -4.35 0.91 4.13
N 3.35 3.71 -5.78
C 4.02 4.04 -4.63
C 4.33 5.37 -4.69
C 3.82 5.86 -5.93
C 3.22 4.82 -6.57
H 3.00 2.79 -6.00
H 4.21 3.30 -3.87
H 4.86 5.93 -3.94
H 3.89 6.87 -6.30
H 2.72 4.76 -7.52
N 5.70 -5.10 -3.69
C 5.13 -4.32 -4.65
C 5.62 -4.72 -5.86
C 6.52 -5.80 -5.62
C 6.55 -6.01 -4.27
H 5.53 -5.03 -2.70
H 4.43 -3.54 -4.39
H 5.37 -4.30 -6.82
H 7.09 -6.35 -6.35
H 7.10 -6.72 -3.67
*
```

DFT total energy = -1831.94305 Ha
Orbital gap = 5.120 eV
M = 575.79 g/mol

---

No. 2
A cluster of 11 separate species, C31H47N3O32S8 in total at a distorted geometry, computed with ωB97M-V/def2-TZVPD.

```
! RIJCOSX wB97M-V def2-TZVPD def2/J DEFGRID3
* xyz 0 1
O -3.37 -2.09 4.92
S -2.48 -3.19 5.03
O -2.92 -4.49 5.42
O -1.51 -3.28 3.73
C -0.13 -3.05 4.10
C -0.25 -2.16 5.32
O -1.27 -2.79 6.06
H 0.49 -3.92 4.31
H 0.15 -2.68 3.11
H -0.43 -1.11 5.09
H 0.64 -2.15 5.95
O 3.99 0.94 5.83
S 4.38 1.37 4.53
O 4.73 2.73 4.30
O 5.71 0.56 3.96
C 5.29 -0.51 3.13
C 3.93 -0.16 2.56
O 3.36 0.77 3.44
H 6.05 -0.50 2.35
H 5.32 -1.49 3.62
H 3.27 -1.03 2.41
H 3.95 0.25 1.54
O 3.30 0.86 -0.63
S 3.39 2.13 -1.26
O 3.08 3.28 -0.48
O 4.81 2.26 -2.00
C 4.71 2.05 -3.38
C 3.36 2.60 -3.76
O 2.57 2.05 -2.70
H 5.63 2.25 -3.92
H 4.63 0.98 -3.63
H 3.04 2.24 -4.73
H 3.26 3.69 -3.66
O -0.39 2.12 -2.83
S -0.65 3.47 -2.48
O -0.69 4.38 -3.60
O -2.04 3.59 -1.65
C -1.91 4.45 -0.51
C -0.45 4.58 -0.20
O 0.30 4.12 -1.35
H -2.42 5.34 -0.89
H -2.47 4.04 0.33
H -0.11 3.85 0.54
H -0.11 5.56 0.10
O 0.67 -0.26 2.53
S -0.02 0.29 1.41
O -0.21 1.71 1.38
O 0.73 -0.15 0.04
C -0.11 -0.74 -0.96
C -1.52 -0.39 -0.48
O -1.33 -0.47 0.95
H 0.11 -0.24 -1.90
H 0.03 -1.82 -1.02
H -2.31 -1.03 -0.85
H -1.70 0.65 -0.77
O 0.91 0.43 -7.14
S 1.71 -0.58 -6.56
O 2.54 -1.38 -7.40
O 2.55 -0.08 -5.25
C 2.87 -1.25 -4.50
C 1.44 -1.82 -4.33
O 0.81 -1.53 -5.56
H 3.45 -1.94 -5.12
H 3.37 -0.98 -3.57
H 0.97 -1.29 -3.49
H 1.44 -2.88 -4.08
O -4.77 4.81 2.17
S -4.06 3.66 2.62
O -2.70 3.81 3.03
O -4.88 2.81 3.72
C -4.79 1.41 3.45
C -3.93 1.24 2.18
O -4.17 2.49 1.55
H -4.54 0.87 4.36
H -5.77 0.98 3.22
H -4.36 0.46 1.55
H -2.90 1.00 2.44
O -1.31 -5.64 0.70
S 0.10 -5.51 0.58
O 0.62 -4.56 -0.34
O 0.77 -5.35 2.02
C 1.90 -6.20 2.20
C 1.42 -7.45 1.49
O 0.77 -6.99 0.33
H 2.70 -5.74 1.62
H 2.19 -6.44 3.22
H 0.73 -8.06 2.09
H 2.23 -8.14 1.25
C -1.91 -5.15 -4.56
C -2.25 -3.99 -5.21
C -2.35 -2.77 -4.53
N -2.02 -2.62 -3.24
C -1.62 -3.75 -2.61
C -1.57 -4.99 -3.22
H -1.88 -6.11 -5.04
H -2.55 -4.04 -6.25
H -2.84 -1.93 -5.01
H -1.44 -3.64 -1.55
H -1.39 -5.90 -2.65
C -4.25 1.60 -2.46
C -3.91 2.13 -3.71
C -3.96 1.23 -4.75
N -4.42 -0.04 -4.70
C -4.77 -0.45 -3.49
C -4.65 0.30 -2.33
H -4.25 2.18 -1.55
H -3.46 3.12 -3.76
H -3.72 1.53 -5.76
H -5.32 -1.39 -3.44
H -4.97 -0.08 -1.37
C 1.82 5.21 5.21
C 1.63 6.24 4.28
C 1.22 5.95 3.00
N 1.28 4.71 2.51
C 1.65 3.72 3.32
C 1.92 3.94 4.67
H 2.06 5.40 6.24
H 1.69 7.27 4.60
H 0.70 6.72 2.44
H 1.78 2.77 2.82
H 2.30 3.15 5.31
*
```

DFT total energy = -6966.62449 Ha
SMILES string = O=S1(=O)OCCO1.O=S1(=O)OCCO1.O=S1(=O)OCCO1.O=S1(=O)OCCO1.O=S1(=O)OCCO1.O=S1(=O)OCCO1.O=S1(=O)OCCO1.O=S1(=O)OCCO1.c1ccncc1.c1ccncc1.c1ccncc1
Orbital gap = 8.655 eV
M = 1230.24 g/mol
Energy relative to the best compared isomer or geometry (same formula, charge and spin) = 12.9 kcal per mole